# 1
C17H34LaNO2P2 as an isolated structure, computed with the ωB97M-V functional and the def2-TZVPD basis.

Output
E_HOMO (spin up / spin down) ... -0.1856 / -0.1285 hartree
LUMO (spin up / spin down) ... -0.08 / -0.40 eV
Gap between HOMO and LUMO (spin up / spin down) ... 4.97 / 3.10 eV

Geometry (Å):
C -3.6534 -0.0327 -0.3228
H 3.2639 2.6375 1.8946
H 3.6528 1.4279 -2.1365
C 0.6923 3.7329 -3.6007
H 3.3774 4.0103 1.1652
H -3.5025 -0.7895 -1.1039
H -3.6458 -3.3389 1.0505
C 3.9300 -0.3846 0.4489
H 2.8276 -2.2642 -1.8499
C -2.0815 1.7773 -1.9157
H -1.4785 3.6084 -3.7210
C 2.8683 1.5590 -1.3744
H -3.7850 2.7880 0.2865
H -1.2170 -2.8716 3.8196
C -1.0608 -2.4164 1.1657
C -3.1371 -3.4512 2.0119
La 0.3443 0.4513 0.8550
C -1.3518 -4.8704 1.0213
C -2.8116 2.4932 0.7023
N 0.3967 1.7937 -1.5842
O 3.6033 3.0668 1.0922
O 1.9778 1.1933 2.6919
H -2.8324 2.5875 -1.9716
C 3.0334 -1.2177 -2.1213
H -2.3697 0.9931 -2.6424
H -4.5520 0.5598 -0.5331
H 3.8640 -1.4001 0.8581
P -2.1922 1.0388 -0.2281
H 0.8062 4.4894 -4.3680
H 3.2850 2.2058 -0.5617
C 1.8021 3.1841 -2.9607
H -3.7597 -0.5565 0.6377
C -0.6538 -1.7734 0.1779
H -3.5514 -4.3372 2.5043
H -3.3647 -2.5887 2.6445
H 0.2132 2.4204 1.4888
H 1.9323 0.9860 3.6413
H 4.1037 -1.0841 -2.3293
H -1.3854 -4.6323 3.7359
H 2.8198 3.4577 -3.2307
H -0.5343 -1.8109 -0.9158
P 2.5564 -0.1577 -0.7343
C -1.6278 -3.6064 1.8348
C -0.5675 3.2589 -3.2400
C -0.6845 2.2973 -2.2383
H -1.8031 -4.8204 0.0283
C -0.9925 -3.7539 3.2130
C 1.6308 2.2021 -1.9863
H 2.4372 -0.9724 -3.0115
H -2.9093 2.2119 1.7604
H 3.8855 0.3211 1.2882
H 0.0913 -3.8722 3.1200
H 4.8787 -0.2622 -0.0837
H -2.0823 3.3109 0.6291
H -0.2788 -5.0450 0.9126
H 1.3682 1.9830 2.5507
H -1.7757 -5.7366 1.5345

# 2
C17H35AsBF4FeN3S2Si3 as an isolated structure, computed with the ωB97M-V functional and the def2-TZVPD basis.

Output
E_HOMO (spin up / spin down) ... -0.2989 / -0.3042 hartree
LUMO (spin up / spin down) ... -0.84 / -0.87 eV
Gap between HOMO and LUMO (spin up / spin down) ... 7.30 / 7.41 eV
Relative energy (zero: lowest compared OMol25 entry of this formula, charge and spin) ... 3.1 kcal per mole
2S+1 ... 5

Geometry (Å):
C -2.1098 -0.9655 -2.3670
H 1.4212 -2.8910 -2.3242
H 1.8267 -3.7780 -0.1446
N 0.4401 3.1786 -1.1106
Fe 0.0842 2.0392 0.6953
C 0.6641 0.1577 -2.9825
F -1.0056 2.4187 4.5626
H -3.8574 -2.3060 1.7285
Si -1.4566 -2.0949 1.4264
H -2.0712 -4.4471 1.1484
F -1.0161 2.8483 2.2871
H -0.8025 -1.2661 3.6435
F -1.8922 0.8866 3.0815
S 2.4419 2.5113 0.8611
H 2.7561 0.2004 2.5274
H -2.5102 0.0194 -2.1140
C -3.2231 -1.4747 1.4051
C -0.5506 3.4086 -1.8865
C 5.2951 3.3210 0.0796
B -0.8909 1.8287 3.3474
H -1.5793 -2.8511 3.7654
H 4.3574 -1.2330 -0.2002
H 3.6336 -1.3218 2.7471
C -4.2145 2.5724 -1.7465
Si -0.2809 -1.0969 -1.9763
C -4.2395 1.9434 -0.5138
N 1.6622 3.6110 -1.5102
H 3.3627 0.1731 -0.5931
H 5.0514 3.8350 1.0056
C -3.0478 1.8110 0.1871
C 0.3431 -2.7977 -2.4646
H -5.1590 1.5668 -0.0891
H -3.3610 -0.6461 2.0987
F 0.3648 1.2519 3.0860
H 1.7098 0.2190 -2.6757
C -1.4666 -3.7557 0.5539
C 2.1413 -3.3621 0.8136
C 2.6634 -0.8841 2.4964
H -2.2634 -1.1258 -3.4379
H -3.5620 -1.1674 0.4144
H 0.1390 -2.9427 -3.5296
H -5.1231 2.6895 -2.3224
H 3.1454 -1.3507 -1.4771
H -3.0050 1.3550 1.1675
H 0.1105 -2.7387 3.2665
H 1.9476 -1.1716 3.2689
C -3.0146 3.0687 -2.2342
C -1.8689 2.8979 -1.4717
S 4.1779 3.7926 -1.2480
Si 2.1447 -1.4875 0.8102
H 1.5115 -3.7875 1.5973
H 0.2351 1.1560 -2.8933
H 3.1670 -3.6948 0.9993
H -0.4227 3.9473 -2.8210
H 5.2876 2.2457 0.2414
H -2.9641 3.5848 -3.1834
H -1.9372 -3.6727 -0.4282
N -1.8930 2.2521 -0.2948
H -2.6968 -1.7135 -1.8308
H -0.1426 -3.6044 -1.9167
C -0.8657 -2.2569 3.1889
C 2.6104 3.2962 -0.6584
H 6.2836 3.6292 -0.2588
C 3.3546 -0.9130 -0.4992
H -0.4781 -4.1931 0.4283
As 0.0015 -0.5933 0.3104
H 0.6367 -0.1314 -4.0365

# 3
C17H35AsF12N5O11S2Tl as an isolated structure, computed with the ωB97M-V functional and the def2-TZVPD basis.

Output
E_HOMO ... -0.3429 hartree
LUMO ... -5.98 eV
Gap between HOMO and LUMO ... 3.36 eV
Relative energy (zero: lowest compared OMol25 entry of this formula, charge and spin) ... 0.0 kcal per mole

Geometry (Å):
N -7.6717 -13.3421 -4.4092
O -5.7196 -12.1107 -5.9631
C -0.5900 -11.3883 -4.3821
H 0.0759 -11.8705 -3.6688
C -5.5464 -7.9681 -2.8139
F -4.2876 -14.3962 -7.1415
N -4.5876 -10.7969 3.5901
C -4.7027 -8.8246 -4.9969
N -0.7681 -9.9689 -4.1807
F -4.6040 -14.9599 -5.0700
O -3.3032 -8.4621 2.2958
H -9.4775 -14.3238 -2.6818
H -4.0365 -13.8571 2.5805
H -4.3341 -9.8586 3.2896
H -0.2034 -11.5629 -5.3875
F -3.2583 -6.3176 -0.7729
S -3.1295 -8.3848 0.8480
H -6.1303 -8.8262 2.0119
H -6.0358 -10.0463 4.8067
F -5.7989 -15.8595 -1.3539
H -3.6902 -8.6934 -5.3863
H -7.5823 -13.3106 1.5564
H -8.0142 -14.3179 -6.1917
C -8.4667 -14.2759 -2.2810
F -4.8400 -15.7748 0.9908
H -6.9721 -8.6414 0.4705
C -7.5679 -13.3554 -3.0850
H -8.7489 -12.3475 2.5196
H -2.6566 -7.4474 -3.2209
O -4.1554 -12.1774 -4.0570
Tl -4.4180 -11.4579 -1.3133
C -4.3937 -11.7893 2.7250
H -1.5474 -11.9056 -4.4308
H -1.1898 -7.4886 -4.2553
F -2.6612 -14.3476 -5.7159
H -4.6311 -10.6155 5.6687
O -5.6630 -9.0869 -2.3110
C -3.3037 -6.5347 0.5458
F -4.3886 -6.0424 1.1233
O -6.7580 -12.6077 -2.5246
C -7.1135 -8.8121 1.5361
O -1.8170 -8.7789 0.3949
C -7.5226 -11.1883 1.1381
F -3.1886 -14.0655 0.2169
H -5.7629 -13.4480 2.9483
C -6.0161 -6.7447 -2.0725
H -4.4422 -13.3858 4.1648
H -7.6652 -7.9436 1.8927
C -3.9568 -14.1322 -5.8869
O -4.0982 -11.6138 1.5353
H -1.0644 -7.6143 -2.4842
O -6.7680 -11.2105 0.1698
O -2.5615 -10.0308 -2.8246
H -8.3499 -10.1238 2.6408
H -5.6885 -6.7497 -1.0376
H -9.4655 -14.0996 -5.3372
F -5.6100 -13.7478 -0.1839
S -4.3596 -12.3263 -5.5048
C -8.2460 -12.4484 1.5545
H -7.1058 -6.8031 -2.0819
C -5.3101 -10.8624 4.8492
H -8.3931 -14.0280 -1.2292
H -0.1283 -9.3511 -4.6494
H -5.6805 -5.7962 -2.4912
F -4.1294 -14.1079 -2.0208
C -4.7186 -13.2038 3.1214
N -7.7605 -10.0754 1.8279
C -1.6685 -7.8740 -3.3548
F -3.3791 -16.2883 -0.9798
H -9.0658 -12.7033 0.8800
N -5.0814 -7.7998 -4.0543
H -8.2517 -15.3410 -4.8102
C -8.4105 -14.3287 -5.1738
C -1.7005 -9.3952 -3.4294
H -5.8194 -11.7925 5.0785
As -4.4679 -15.0360 -0.5390
O -4.2217 -9.0138 0.0771
F -2.2575 -5.9081 1.0838
H -8.0498 -15.2739 -2.4481
H -4.7215 -9.8226 -4.5711
O -3.3314 -11.5977 -6.2342
H -7.1009 -12.6813 -4.9268
H -5.0778 -6.8668 -4.4350
H -5.3419 -8.7978 -5.8817

no.,DFT total energy (eV),largest force on an atom (eV Å⁻¹)
1,-43197.829,2.78
2,-174754.536,0.29
3,-167983.207,2.28